1.
Below is a molecular structure, C26H29N6O4PbS, with properties calculated with wB97M-V/def2-TZVPD.

Cartesian coordinates (Å):
1 Pb -0.51093 -0.78659 0.43143
2 O 2.15135 -1.98403 -3.80334
3 C 1.46295 -1.88543 -2.63191
4 O 1.55786 -0.93613 -1.90900
5 C 0.60602 -3.09694 -2.37691
6 C 0.83192 -4.26703 -3.07403
7 C 0.02750 -5.36296 -2.78330
8 C -0.96162 -5.21908 -1.83690
9 C -1.12754 -3.98975 -1.19208
10 N -0.34216 -2.94802 -1.45035
11 C -2.28741 -3.83830 -0.17573
12 O -2.95666 -4.87232 -0.01154
13 O -2.46217 -2.67978 0.26041
14 H 2.65920 -1.15851 -3.84395
15 H 1.61777 -4.31366 -3.81212
16 H 0.17221 -6.30388 -3.30006
17 H -1.63607 -6.01346 -1.55490
18 C 5.28672 0.06790 3.77473
19 C 5.17691 0.16553 2.25770
20 N 4.29328 -0.83243 1.67885
21 C 2.92854 -0.74106 1.68605
22 S 2.06764 -2.15033 1.17829
23 N 2.50680 0.44426 2.12039
24 N 1.16244 0.63280 2.07431
25 C 0.75602 1.74792 2.56185
26 C 1.66971 2.78146 3.14913
27 C -0.70650 2.05596 2.54112
28 C -1.16355 3.32178 2.89608
29 C -2.52753 3.55235 2.97405
30 C -3.40963 2.52428 2.69926
31 C -2.87243 1.30903 2.30060
32 N -1.56526 1.08863 2.21050
33 H 6.03946 0.76265 4.15848
34 H 5.56856 -0.94346 4.07999
35 H 4.32421 0.30492 4.23159
36 H 6.15884 0.04487 1.79644
37 H 4.79345 1.14386 1.97823
38 H 4.63533 -1.76914 1.54496
39 H 2.62444 2.32385 3.38684
40 H 1.23820 3.22555 4.04890
41 H 1.85235 3.58830 2.42833
42 H -0.46180 4.11875 3.09349
43 H -2.89538 4.53276 3.25119
44 H -4.48115 2.65569 2.77369
45 H -3.50944 0.47428 2.02452
46 C -3.56625 0.21792 -0.83803
47 N -2.61749 -0.47227 -1.69061
48 C -3.24024 -1.63162 -2.30294
49 C -2.05945 0.40891 -2.69834
50 C -1.14524 1.48724 -2.14819
51 C -1.10422 2.70281 -2.83659
52 C -0.21045 3.70108 -2.47485
53 C 0.65774 3.46223 -1.41582
54 C 0.58879 2.25160 -0.72657
55 C -0.32360 1.22954 -1.04478
56 H -4.46342 0.53287 -1.39817
57 H -3.09908 1.11034 -0.41519
58 H -3.87177 -0.45053 -0.02885
59 H -4.07525 -1.33928 -2.96539
60 H -3.62580 -2.29407 -1.53062
61 H -2.50836 -2.17856 -2.89932
62 H -2.86051 0.88350 -3.29410
63 H -1.49079 -0.21754 -3.39205
64 H -1.78066 2.86525 -3.67167
65 H -0.18987 4.64276 -3.01197
66 H 1.38529 4.21365 -1.12614
67 H 1.30820 2.09905 0.07490

Forces on atoms 1 to 3 (eV/Å):
Pb -0.1 0.0 -0.5
O 0.0 0.3 0.2
C -0.2 -0.3 0.1

Results
ΔE to the lowest compared entry with this formula, charge and spin = 0.4866 eV
molar mass = 728.8 g/mol
LUMO level = 2.66 eV
HOMO level = -3.94 eV
total charge = -1



2.
Below is a molecular structure, C26H30AuN5SSe2, with properties calculated with wB97M-V/def2-TZVPD.

Cartesian coordinates (Å):
1 Au -1.14227 0.63301 -0.58552
2 Se -3.03138 1.64448 -2.13856
3 Se -3.83551 -0.56535 -1.88677
4 C -2.17105 -1.42888 -2.36401
5 C -2.24093 -2.48566 -3.24953
6 C -1.07798 -3.19454 -3.54057
7 C 0.11693 -2.80348 -2.96034
8 C 0.12002 -1.71998 -2.10196
9 N -1.00245 -1.05459 -1.79308
10 C -3.18642 2.48119 -0.38868
11 C -4.18798 3.34122 -0.01851
12 C -4.05702 3.97333 1.22153
13 C -2.93983 3.72510 2.00074
14 C -1.97284 2.83779 1.54742
15 N -2.10203 2.22509 0.36757
16 H -3.18004 -2.74495 -3.71995
17 H -1.11260 -4.02633 -4.23262
18 H 1.04388 -3.31551 -3.17684
19 H 1.03001 -1.37073 -1.63394
20 H -5.03747 3.52769 -0.66231
21 H -4.82284 4.65903 1.56142
22 H -2.80942 4.21087 2.95801
23 H -1.08403 2.61760 2.12234
24 N -0.52419 -0.84035 1.66969
25 S -0.87027 -2.38063 2.00792
26 C 0.25440 -3.36644 1.08716
27 C 1.57698 -2.95889 0.91597
28 C 2.44418 -3.82832 0.27613
29 C 1.99062 -5.06891 -0.16743
30 C 0.66661 -5.45351 0.01426
31 C -0.22253 -4.59830 0.64667
32 C -0.76655 -2.75840 3.71556
33 C 0.39388 -3.30849 4.26176
34 C 0.39261 -3.59413 5.61421
35 C -0.74294 -3.34595 6.38346
36 C -1.89441 -2.81243 5.81484
37 C -1.92316 -2.52124 4.46228
38 H -0.62050 -0.30243 2.53761
39 H 1.92158 -2.00831 1.30275
40 H 3.48379 -3.55578 0.15161
41 H 2.68372 -5.75102 -0.64268
42 H 0.33042 -6.42588 -0.31965
43 H -1.25123 -4.89467 0.81272
44 H 1.26443 -3.51526 3.65408
45 H 1.27567 -4.01864 6.07191
46 H -0.73271 -3.58744 7.43821
47 H -2.77510 -2.64772 6.42000
48 H -2.82657 -2.14598 3.99697
49 N 3.22942 5.45254 -3.18110
50 C 2.72365 4.34212 -4.06417
51 C 1.57015 3.61773 -3.37502
52 N 1.88757 3.11215 -2.03731
53 C 2.39996 4.20308 -1.20381
54 C 3.58624 4.95001 -1.80654
55 H 2.52159 6.18805 -3.10840
56 H 4.04647 5.89315 -3.61186
57 H 3.57056 3.67844 -4.23796
58 H 2.42120 4.77954 -5.01420
59 H 1.26257 2.79655 -4.02136
60 H 0.71508 4.29528 -3.28949
61 H 2.59683 2.38875 -2.11307
62 H 2.71227 3.81559 -0.23494
63 H 1.58104 4.90462 -1.01853
64 H 4.45109 4.29886 -1.93299
65 H 3.87884 5.80629 -1.20114

Forces on atoms 1 to 3 (eV/Å):
Au -0.2 -0.2 0.2
Se 0.0 0.1 0.0
Se 0.0 0.0 0.0

Results
ΔE to the lowest compared entry with this formula, charge and spin = 4.3233 eV
molar mass = 799.5 g/mol
LUMO level (spin up / spin down) = -11.44 / -13.48 eV
HOMO level (spin up / spin down) = -18.93 / -18.92 eV
total charge = +4
2S+1 = 3
expectation value of S² = 2.017



3.
Below is a molecular structure, C26H30BEuN8O2S, with properties calculated with wB97M-V/def2-TZVPD.

Cartesian coordinates (Å):
1 Eu 0.22528 -0.71229 0.88004
2 C -4.29823 0.39157 0.99865
3 C -3.05399 -0.12312 1.33139
4 N -1.99898 0.30432 0.62668
5 C -2.19035 1.20467 -0.32151
6 C -3.45803 1.61851 -0.70455
7 N -4.48734 1.17156 -0.03527
8 C -1.01472 1.88721 -0.90358
9 C -1.05480 3.12386 -1.48743
10 C 0.12212 3.72161 -1.85778
11 C 1.35335 3.01250 -1.70992
12 C 1.26327 1.80762 -1.17801
13 N 0.14432 1.24856 -0.65149
14 C 2.45236 0.98526 -1.04865
15 C 3.63272 1.26957 -1.78511
16 N 4.75248 0.59796 -1.73210
17 C 4.72336 -0.50759 -0.84596
18 C 3.58685 -0.80363 -0.11862
19 N 2.47462 -0.07661 -0.18944
20 C 0.07401 5.16007 -2.36978
21 C 0.81631 5.62079 -3.45004
22 C 0.61591 6.92070 -3.91512
23 N -0.34503 7.73574 -3.40493
24 C -1.14953 7.27050 -2.43399
25 C -0.84248 6.03337 -1.81817
26 H -5.21776 0.14173 1.57416
27 H -2.83953 -0.78688 2.16934
28 H -3.56336 2.25171 -1.59449
29 H -2.00561 3.65513 -1.61731
30 H 2.28739 3.46054 -2.03673
31 H 3.74688 2.10251 -2.47234
32 H 5.60713 -1.16412 -0.80015
33 H 3.38421 -1.63341 0.51409
34 H 1.44029 4.82154 -3.91064
35 H 1.15727 7.35369 -4.71391
36 H -1.90639 7.93908 -2.20662
37 H -1.45244 5.63359 -1.00349
38 C 0.86793 1.30397 4.39803
39 S 1.35163 1.36228 2.61652
40 C 3.12275 1.68981 2.58226
41 H 1.21317 0.33877 4.84189
42 H -0.20449 1.23361 4.40524
43 H 1.24105 2.27612 4.73518
44 H 3.69766 1.06745 3.31636
45 H 3.30925 2.70937 2.88652
46 H 3.39763 1.52581 1.50591
47 B -1.53603 -3.89684 3.37729
48 C -0.89547 -2.42419 3.22115
49 N -0.53021 -1.34011 3.05015
50 H -2.29733 -4.07355 2.47126
51 H -1.78773 -4.12149 4.54941
52 H -0.53163 -4.58531 3.17139
53 O 1.12925 -2.62049 0.20382
54 C 0.06646 -3.29505 0.11939
55 O -1.05668 -2.74580 0.17669
56 C 0.24273 -4.78344 -0.06584
57 N -0.86393 -5.44375 0.78736
58 C -1.91430 -6.13650 -0.12102
59 C -1.70311 -5.52378 -1.51765
60 C -0.23403 -5.13182 -1.54956
61 H 1.22340 -5.11857 0.23030
62 H -1.29504 -4.70484 1.30393
63 H -0.30864 -5.98377 1.48905
64 H -2.93610 -5.92399 0.20895
65 H -1.68377 -7.26270 -0.07872
66 H -2.35136 -4.65432 -1.57655
67 H -2.05515 -6.17793 -2.36763
68 H -0.08974 -4.27691 -2.19758
69 H 0.43032 -5.91984 -1.95071

Forces on atoms 1 to 3 (eV/Å):
Eu 0.3 0.9 0.4
C -1.3 -1.0 1.3
C 0.3 0.4 -0.2

Results
molar mass = 681.4 g/mol
LUMO level (spin up / spin down) = -6.91 / -6.73 eV
HOMO level (spin up / spin down) = -13.99 / -13.99 eV
total charge = +2
2S+1 = 7
expectation value of S² = 12.009